ORCA calculation (ωB97M-V with the def2-TZVPD basis set) on a molecular structure, C62H53CoN6P2S4.

Calculated values
Relative energy (zero: lowest compared OMol25 entry of this formula, charge and spin): 77.4 kcal/mol
Total energy: -6380.660225 Eh
⟨S²⟩: 3.819
Charge: +1
Gap between HOMO and LUMO (spin up / spin down): 6.3092 / 5.7765 eV
F_max: 0.019 hartree/bohr
Spin multiplicity: 4

```
128
Properties=species:S:1:pos:R:3:forces:R:3
Co -0.872128 -1.185371 -0.535699 -0.19 -0.48 -0.35
N 1.066025 -1.191426 -1.114044 -0.04 -0.12 -0.36
S 2.314026 -0.477787 -1.017519 0.37 0.20 0.16
N 2.499374 1.115724 -1.519966 -0.12 -0.05 -0.31
S 2.212388 2.393848 -0.725167 0.57 -0.09 -0.09
N 0.895245 2.705712 -0.014593 -0.68 0.16 0.14
S -0.588583 2.163791 -0.556721 0.25 0.91 0.20
N -0.919763 0.796704 -0.310426 -0.13 -0.70 0.23
C -1.584618 3.318428 0.342567 -0.16 0.21 0.12
C -1.846560 2.977256 1.787521 -0.14 -0.01 -0.03
C -1.966666 4.226441 2.609442 0.11 -0.04 0.04
C -2.462080 5.357831 2.060019 -0.01 -0.01 -0.18
C -2.702358 5.419456 0.658011 0.00 0.07 0.05
C -2.171188 4.433665 -0.193572 0.01 -0.06 0.16
C -0.592548 2.660811 -2.268580 -0.11 0.03 -0.16
C -0.806334 1.606949 -3.144749 -0.02 0.16 -0.15
C -0.780486 1.854054 -4.511531 0.00 -0.02 0.01
C -0.560482 3.140752 -4.981760 0.03 0.02 0.03
C -0.344469 4.190544 -4.092967 0.01 -0.02 -0.02
C -0.344412 3.954610 -2.728155 -0.04 -0.10 0.03
C 3.394977 2.674646 0.571457 0.11 0.24 -0.15
C 2.986992 3.081758 1.830166 0.13 -0.04 0.02
C 3.962543 3.372830 2.776188 0.02 0.00 -0.04
C 5.305551 3.262225 2.448772 0.01 0.02 -0.02
C 5.693423 2.848100 1.178115 0.02 0.06 -0.04
C 4.735285 2.548599 0.226296 0.04 0.24 0.07
C 2.620611 3.680641 -1.894291 0.05 -0.01 0.14
C 3.014003 3.392403 -3.187511 0.03 0.15 0.04
C 3.324517 4.445818 -4.040242 -0.03 -0.07 0.01
C 3.238572 5.753886 -3.590759 -0.03 0.03 0.00
C 2.840136 6.026489 -2.285117 0.00 0.00 0.01
C 2.528529 4.986925 -1.426504 0.03 0.01 0.00
C 2.971751 -0.354603 0.627225 0.16 -0.19 0.30
C 4.328133 -0.328610 0.942105 -0.27 -0.13 0.10
C 4.694287 -0.199276 2.273908 -0.07 -0.03 0.01
C 3.721434 -0.084470 3.262325 0.02 -0.05 -0.02
C 2.373655 -0.098520 2.930853 -0.01 -0.08 -0.05
C 1.993418 -0.237541 1.603805 0.03 -0.09 0.02
C 3.631405 -1.187234 -1.980790 -0.09 -0.08 -0.09
C 3.983435 -0.671295 -3.217583 0.13 -0.10 0.03
C 4.866502 -1.381265 -4.021154 -0.01 0.06 0.03
C 5.383014 -2.591755 -3.585606 0.00 -0.04 0.00
C 5.011440 -3.107398 -2.349680 0.03 -0.01 0.03
C 4.122879 -2.412683 -1.545842 0.01 -0.01 -0.02
H -1.099832 2.293808 2.191813 0.07 -0.04 -0.05
H -1.772178 4.161637 3.673682 0.00 -0.01 -0.05
H -2.665256 6.225575 2.675300 0.00 -0.02 -0.03
H -3.179892 6.290563 0.228920 0.01 -0.04 0.01
H -2.189323 4.602383 -1.259276 0.01 0.02 -0.03
H -0.978447 0.614564 -2.745656 0.00 0.02 -0.02
H -0.943131 1.040014 -5.206546 0.01 0.02 0.02
H -0.551683 3.329819 -6.048182 -0.01 0.00 0.03
H -0.167982 5.192765 -4.464916 0.00 -0.05 0.02
H -0.149168 4.763704 -2.036151 0.01 -0.06 -0.03
H 1.932566 3.160109 2.055928 0.03 0.02 0.00
H 3.668304 3.690206 3.768129 0.00 -0.01 -0.01
H 6.059603 3.498049 3.189122 -0.01 0.00 -0.02
H 6.743409 2.757953 0.930725 -0.02 0.01 0.01
H 5.019193 2.225832 -0.769752 -0.02 0.02 0.03
H 3.065409 2.369776 -3.517068 0.00 -0.13 -0.04
H 3.635002 4.238442 -5.056517 -0.02 0.00 0.03
H 3.483064 6.569828 -4.259000 0.01 -0.02 0.02
H 2.780024 7.049355 -1.935558 0.00 -0.03 -0.02
H 2.216284 5.184786 -0.406692 0.00 -0.02 -0.04
H 5.083463 -0.404857 0.171635 -0.01 -0.02 -0.04
H 5.743378 -0.183669 2.541583 -0.02 0.00 0.00
H 4.018830 0.013054 4.298997 0.00 -0.01 -0.01
H 1.619159 -0.023923 3.705585 0.06 0.04 -0.01
H 0.948723 -0.269398 1.307379 0.23 0.04 0.02
H 3.563890 0.261680 -3.551614 -0.04 0.10 -0.03
H 5.147880 -0.986916 -4.989416 -0.02 -0.01 0.03
H 6.068267 -3.143994 -4.215888 -0.01 0.01 0.02
H 5.407979 -4.057193 -2.014112 -0.01 0.03 -0.02
H 3.813545 -2.821633 -0.590931 -0.02 0.01 -0.03
C -3.906647 -3.824955 1.273584 0.05 0.04 0.02
N -2.876958 -2.914696 0.768911 -0.09 -0.13 -0.05
P -3.164786 -1.409149 0.014989 -0.27 0.10 0.26
C -3.296463 -0.179622 1.371064 0.03 -0.18 0.01
C -3.434582 1.088591 1.010318 -0.06 0.30 0.00
C -3.276362 2.245369 1.947818 0.03 -0.04 0.09
C -3.484221 1.821440 3.379456 0.05 0.04 -0.15
C -3.337566 0.560458 3.764729 0.05 -0.12 -0.16
C -2.919140 -0.506378 2.787813 0.00 0.08 0.18
C -4.904454 -1.557781 -0.540388 0.03 0.08 -0.20
C -6.014251 -1.236211 0.239483 -0.01 -0.05 0.04
C -7.298315 -1.403543 -0.261310 0.04 0.00 0.01
C -7.488920 -1.890900 -1.547616 0.00 0.00 0.01
C -6.393076 -2.207182 -2.337638 0.05 0.01 0.03
C -5.109684 -2.032410 -1.837187 0.00 0.01 0.02
P -1.277915 -3.319467 0.323777 -0.02 -0.03 0.35
C -1.506428 -4.948363 -0.471748 0.08 -0.04 -0.10
C -0.785126 -6.085638 -0.118652 -0.02 -0.03 -0.03
C -0.991241 -7.284449 -0.793216 0.00 0.04 0.03
C -1.919830 -7.358188 -1.819478 -0.01 0.00 0.00
C -2.643265 -6.227671 -2.181163 0.01 0.02 0.03
C -2.431467 -5.031594 -1.515294 0.03 -0.01 -0.01
C -0.358865 -3.762253 1.827201 0.10 -0.11 0.03
C -0.927148 -4.142706 3.040921 0.06 -0.08 -0.01
C -0.118090 -4.440142 4.129915 0.00 -0.05 -0.07
C 1.265172 -4.376639 4.011157 -0.04 0.00 0.00
C 1.840310 -3.999435 2.805222 -0.06 0.05 -0.01
C 1.029913 -3.681219 1.722590 0.01 0.01 0.02
H -4.373464 -3.434833 2.180797 0.00 0.02 0.02
H -3.460823 -4.790142 1.504559 0.04 -0.03 0.00
H -4.692081 -3.990944 0.534309 0.00 0.02 -0.03
H -3.637304 1.327949 -0.031094 0.02 0.02 0.03
H -3.993374 3.028604 1.689705 -0.07 -0.04 -0.04
H -3.752967 2.581667 4.104980 0.00 -0.02 -0.05
H -3.472634 0.270543 4.800273 0.02 -0.02 -0.04
H -3.253605 -1.500867 3.078162 -0.11 0.01 0.02
H -5.878704 -0.854250 1.244596 0.01 0.02 -0.02
H -8.152839 -1.153584 0.354559 0.01 0.00 0.00
H -8.491706 -2.016901 -1.936015 0.02 0.00 0.01
H -6.537380 -2.576752 -3.344943 0.01 0.01 0.01
H -4.252998 -2.254187 -2.465777 -0.01 0.01 0.01
H -0.064967 -6.044347 0.688777 -0.01 0.00 0.00
H -0.428817 -8.164381 -0.507229 -0.01 0.02 0.00
H -2.084206 -8.295122 -2.336311 0.01 0.02 0.00
H -3.371323 -6.280742 -2.981216 0.02 0.01 0.02
H -2.997627 -4.152029 -1.800817 -0.01 0.00 0.00
H -2.003477 -4.195986 3.150564 0.01 0.01 0.00
H -0.568267 -4.716377 5.075557 0.02 0.03 -0.04
H 1.891394 -4.607756 4.863983 -0.02 0.00 -0.03
H 2.918148 -3.932762 2.713900 -0.02 0.00 0.00
H 1.468142 -3.348065 0.785719 0.01 0.00 0.01
S -1.059259 -0.647498 2.793094 -0.17 0.08 0.22
C -0.847588 -1.165229 4.398495 0.01 0.04 0.00
N -0.664827 -1.505229 5.486307 -0.05 0.08 -0.12
```
Positions in Å, forces in eV/Å.